1:
Entry from the Open Molecules 2025 dataset: one molecule with the formula C4H13N3O (ωB97M-V/def2-TZVPD).

The lowest unoccupied orbital energy comes out at 0.9 eV. For the HOMO-LUMO gap, the calculation gives 8.4 eV. The SMILES is CN(N)C(C)(C)NO.

Each line ends with the Mulliken charge.
CARTESIAN COORDINATES (ANGSTROEM)
C  1.718  0.582  0.861  -0.908
N  0.123  0.072  0.984  -0.204
N  0.179  -1.328  1.447  -0.623
C  -0.448  0.183  -0.368  1.183
C  -1.780  -0.580  -0.542  -1.704
C  -0.702  1.662  -0.709  -1.656
N  0.546  -0.333  -1.335  -0.271
O  0.914  -1.704  -1.115  -0.459
H  1.626  1.666  0.845  0.342
H  2.480  0.254  0.153  0.293
H  2.155  0.279  1.814  0.391
H  0.667  -1.341  2.346  0.262
H  -0.767  -1.640  1.695  0.186
H  -2.504  -0.245  0.208  0.374
H  -1.658  -1.661  -0.440  0.359
H  -2.213  -0.401  -1.532  0.434
H  0.216  2.254  -0.729  0.369
H  -1.171  1.767  -1.694  0.420
H  -1.371  2.109  0.032  0.354
H  1.277  0.219  -1.773  0.253
H  0.716  -1.817  -0.148  0.606

=====

2:
Entry from the Open Molecules 2025 dataset: a 3-piece molecular cluster, C4H13N3O overall (ωB97M-V/def2-TZVPD).

The lowest unoccupied orbital energy comes out at 0.6 eV. For the HOMO-LUMO gap, the calculation gives 8.0 eV.

Each line ends with the Mulliken charge.
CARTESIAN COORDINATES (ANGSTROEM)
C  0.503  -0.475  1.464  0.238
C  0.694  -1.944  1.746  -1.101
C  -0.743  -0.808  -0.432  0.272
N  0.221  -1.108  -1.374  -0.501
O  1.465  0.251  1.129  -0.698
N  -1.869  -1.419  -0.454  -1.002
H  0.640  1.664  0.358  0.462
H  -0.362  -0.029  1.993  0.364
H  1.173  -0.900  -1.113  0.241
H  0.096  -1.956  -1.916  0.260
H  -2.485  -1.059  0.274  0.238
H  1.105  -2.041  2.756  0.361
H  1.403  -2.382  1.045  0.280
H  -0.253  -2.482  1.694  0.371
C  -0.013  2.348  -1.538  -0.849
N  -0.239  1.848  -0.169  -0.366
H  -0.836  2.461  0.377  0.269
H  -0.610  0.670  -0.191  0.175
H  0.553  3.280  -1.534  0.357
H  -0.973  2.500  -2.028  0.321
H  0.529  1.579  -2.086  0.307

=====

Q: Which of them is the most stable? A: 2.

=====

1:
Entry from the Open Molecules 2025 dataset: a 2-piece molecular cluster, C4H9O3 overall (ωB97M-V/def2-TZVPD).

The lowest unoccupied orbital energy comes out at 4.2 eV. Its charge is -1. For the HOMO-LUMO gap, the calculation gives 8.6 eV.

Each line ends with the Mulliken charge.
CARTESIAN COORDINATES (ANGSTROEM)
C  2.901  0.237  -0.153  -0.816
C  1.574  -0.536  -0.096  0.590
O  0.723  -0.030  -0.908  -0.770
O  1.380  -1.476  0.719  -0.724
H  2.867  0.997  0.699  0.155
H  2.824  0.783  -1.152  0.250
H  3.843  -0.344  0.095  0.268
C  -2.090  0.578  -0.194  -0.015
C  -1.811  -0.474  0.881  -0.902
O  -1.820  0.006  -1.433  -0.623
H  -3.074  1.026  -0.424  0.286
H  -1.462  1.572  0.056  0.101
H  -1.332  -1.349  0.410  0.257
H  -0.894  -0.266  -1.596  0.458
H  -2.597  -0.779  1.514  0.319
H  -1.032  0.057  1.582  0.165

=====

2:
Entry from the Open Molecules 2025 dataset: C4H9O3 as an isolated structure (ωB97M-V/def2-TZVPD).

The lowest unoccupied orbital energy comes out at 4.0 eV. Its charge is -1. For the HOMO-LUMO gap, the calculation gives 7.9 eV.

Each line ends with the Mulliken charge.
CARTESIAN COORDINATES (ANGSTROEM)
O  0.853  -1.561  2.621  -0.556
C  0.697  -0.695  1.780  -0.028
C  -0.321  -0.929  0.670  -0.424
C  -1.079  0.331  0.276  -0.686
C  -1.010  0.634  -1.242  -0.601
O  0.156  1.346  -1.515  -0.753
H  1.321  0.209  1.781  0.388
H  -1.028  -1.693  1.009  0.338
H  0.220  -1.477  -0.109  0.342
H  -2.136  0.207  0.567  0.337
H  -0.837  1.266  0.790  0.322
H  -1.084  -0.252  -1.882  0.261
H  -1.861  1.310  -1.440  0.305
H  2.871  0.602  -1.087  0.179
H  1.114  0.699  -1.185  0.443
O  2.123  0.002  -1.032  -0.867

=====

3:
Entry from the Open Molecules 2025 dataset: a 2-piece molecular cluster, C4H9O3 overall (ωB97M-V/def2-TZVPD).

The lowest unoccupied orbital energy comes out at 3.9 eV. Its charge is -1. For the HOMO-LUMO gap, the calculation gives 8.4 eV.

Each line ends with the Mulliken charge.
CARTESIAN COORDINATES (ANGSTROEM)
C  -1.219  0.814  -1.275  0.050
C  -2.457  1.643  -1.717  -1.257
O  -1.250  0.606  0.065  -0.519
H  -1.098  -0.330  -1.698  0.236
H  -0.344  1.508  -1.696  0.078
H  -3.421  1.023  -1.571  0.248
H  -0.754  -0.182  0.384  0.381
H  -2.206  2.068  -2.598  0.442
H  -2.543  2.411  -0.991  0.300
C  2.049  -0.048  -0.061  -0.788
C  1.236  -0.904  1.017  0.587
O  0.222  -1.500  0.520  -0.787
O  1.801  -1.107  2.085  -0.689
H  1.720  0.996  -0.182  0.161
H  1.734  -0.440  -1.069  0.239
H  3.077  -0.075  0.282  0.317

=====

Q: Which of them is the most stable? A: 1.

=====

1:
Entry from the Open Molecules 2025 dataset: one molecule with the formula C10H15N3O3S (ωB97M-V/def2-TZVPD).

The lowest unoccupied orbital energy comes out at 0.5 eV. For the HOMO-LUMO gap, the calculation gives 9.7 eV. The SMILES is CCOC(=O)CC(=O)Nc1nnc(C(C)C)s1.

Each line ends with the Mulliken charge.
CARTESIAN COORDINATES (ANGSTROEM)
C  -3.481  -2.602  -0.824  -1.155
C  -2.263  -2.118  -0.050  -0.157
O  -2.530  -0.892  0.636  -0.331
C  -2.419  0.230  -0.061  0.549
O  -2.160  0.292  -1.234  -0.604
C  -2.718  1.429  0.832  -0.559
C  -2.270  2.725  0.211  0.454
O  -2.985  3.675  0.020  -0.614
N  -0.939  2.797  -0.153  -0.081
C  0.036  1.857  -0.024  0.483
N  -0.019  0.790  0.698  0.027
N  1.074  0.043  0.628  -0.719
C  2.000  0.501  -0.124  0.029
C  3.331  -0.125  -0.343  0.766
C  4.401  0.696  0.385  -1.337
C  3.322  -1.572  0.142  -1.511
S  1.562  2.034  -0.887  -0.258
H  -3.732  -1.890  -1.606  0.319
H  -4.332  -2.710  -0.157  0.297
H  -3.264  -3.564  -1.281  0.380
H  -1.417  -1.964  -0.727  0.264
H  -1.986  -2.823  0.735  0.341
H  -2.218  1.267  1.787  0.349
H  -3.796  1.483  0.996  0.365
H  -0.694  3.637  -0.664  0.207
H  3.546  -0.100  -1.418  0.289
H  5.382  0.260  0.213  0.382
H  4.410  1.723  0.026  0.387
H  4.205  0.701  1.455  0.340
H  2.567  -2.146  -0.388  0.338
H  3.093  -1.607  1.203  0.325
H  4.295  -2.026  -0.028  0.434

=====

2:
Entry from the Open Molecules 2025 dataset: one molecule with the formula C10H15N3O3S (ωB97M-V/def2-TZVPD).

The lowest unoccupied orbital energy comes out at -0.3 eV. For the HOMO-LUMO gap, the calculation gives 8.0 eV. The SMILES is CCCSc1c(/C=N/O)c(=O)n(C)c(=O)n1C.

Each line ends with the Mulliken charge.
CARTESIAN COORDINATES (ANGSTROEM)
C  4.613  0.563  -0.445  -1.337
C  3.117  0.875  -0.086  -0.210
C  2.318  1.462  -1.185  -0.580
S  0.683  2.277  -0.600  -0.127
C  -0.128  1.007  0.271  0.090
C  -0.402  1.034  1.629  0.532
C  0.097  2.145  2.475  -1.007
N  1.333  2.651  2.316  0.047
O  1.621  3.653  3.233  -0.523
C  -1.178  0.081  2.288  0.813
O  -1.426  0.093  3.493  -0.693
N  -1.851  -0.899  1.546  -0.013
C  -2.678  -1.972  2.112  -1.033
C  -1.643  -0.919  0.160  0.389
O  -1.910  -1.895  -0.433  -0.583
N  -0.784  0.015  -0.435  0.111
C  -0.961  0.135  -1.917  -1.023
H  5.045  -0.113  0.288  0.366
H  4.536  0.094  -1.347  0.402
H  5.173  1.490  -0.434  0.332
H  2.511  0.122  0.415  0.390
H  3.252  1.659  0.728  0.103
H  2.169  0.728  -2.013  0.299
H  2.960  2.211  -1.732  0.466
H  -0.384  2.567  3.350  0.485
H  2.637  3.888  3.286  0.343
H  -2.506  -1.914  3.192  0.383
H  -3.683  -1.861  1.895  0.342
H  -2.422  -3.098  1.907  0.270
H  -0.048  0.213  -2.541  0.208
H  -1.486  1.141  -2.034  0.389
H  -1.640  -0.499  -2.450  0.368

=====

Q: Which of them is the most stable? A: 1.